# C3H5P

2 unconnected molecules or ions with the total composition C3H5P (ωB97M-V with the def2-TZVPD basis set, the OMol25 dataset).

Summary:
LUMO level	0.80	eV
SMILES	C1=CC=1.P
HOMO-LUMO gap	0.375	Eh
energy above the lowest of the compared OMol25 structures with the same formula, charge and spin	369.14	kJ/mol
E	-12474.8122	eV

Each line ends with the natural charge from an NBO analysis.
Atoms and positions in Å:
C1 -0.8515 1.5424 -1.0986  -0.040
C2 -2.0134 1.3725 -0.2100  -0.209
C3 -1.3311 0.2708 -0.5171  -0.221
H1 -2.8276 1.6380 0.3859  0.223
H2 -1.2166 -0.8771 -0.6048  0.247
P1 2.5959 -1.3530 0.5760  0.015
H3 2.5537 -0.2068 -0.1957  -0.005
H4 1.1330 -1.7119 -0.0867  -0.012
H5 1.9576 -0.6748 1.7510  0.003

# C3H6AlBrF4NO7P2

A molecular structure, C3H6AlBrF4NO7P2 (ωB97M-V with the def2-TZVPD basis set, the OMol25 dataset).

Summary:
LUMO level	0.97	eV
charge	-1
HOMO-LUMO gap	0.322	Eh
energy above the lowest of the compared OMol25 structures with the same formula, charge and spin	606.98	kJ/mol
E	-125125.1020	eV

Each line ends with the natural charge from an NBO analysis.
Atoms and positions in Å:
O1 -3.9451 1.6812 -0.5299  -0.545
C1 -3.6125 0.4190 -0.8180  0.770
O2 -4.6761 -0.6392 -0.8519  -0.691
C2 -2.0722 -0.1157 -1.1276  -0.343
N1 -0.9893 0.7316 -0.4933  -0.539
Br1 -0.9891 0.5779 1.3858  0.333
C3 0.3215 0.0861 -0.9290  0.862
O3 0.3959 -1.0546 -1.6690  -0.600
O4 1.6565 0.6988 -0.6198  -0.731
P1 2.5067 0.5232 -2.1701  0.520
P2 4.5851 -0.0677 -1.8833  1.893
O5 4.6837 -1.3460 -0.9581  -1.006
O6 5.2557 -0.3540 -3.5031  -0.933
O7 5.4329 1.3395 -1.2681  -0.994
H1 -4.2048 -1.5318 -0.7845  0.486
H2 -1.9559 -0.1031 -2.3096  0.265
H3 -2.0088 -1.1954 -0.6652  0.229
H4 2.4447 1.8762 -2.7244  -0.003
H5 5.3406 0.5507 -3.9318  0.493
H6 5.7809 1.1205 -0.3509  0.517
F1 -1.7129 0.1552 4.0355  -0.800
Al1 -2.7901 -0.6394 5.2404  2.206
F2 -2.0152 -2.1539 5.8316  -0.796
F3 -4.3676 -1.0347 4.4667  -0.796
F4 -3.0646 0.4757 6.6277  -0.796